## 1
A 2-piece molecular cluster, C2H2NO3 overall, computed with ωB97M-V with the def2-TZVPD basis set.

The HOMO energy comes out at -2.66 eV. The HOMO-LUMO gap is 0.238 Eh. The total charge is -1.

Bonds (Å) are listed after each position.
Element x y z (Å)
1 C -1.84092 -0.21080 -0.07682  O6 1.219, H7 1.114, H8 1.160
2 C 1.66938 0.78127 0.18706  N3 1.198, O4 1.206
3 N 1.79399 -0.40092 0.04089  C2 1.198, O5 1.275
4 O 1.29853 1.90921 -0.02663  C2 1.206
5 O 2.47795 -1.46559 0.19477  N3 1.275
6 O -3.01818 -0.50469 -0.19805  C1 1.219
7 H -1.18549 -0.33133 0.81615  C1 1.114
8 H -1.19526 0.22284 -0.93738  C1 1.160

Partial atomic charges computed with the Löwdin method, in multiples of e: -0.1409 -0.4186 -0.1827 -0.0735 -0.3045 -0.0556 0.0782 0.0975

## 2
An isolated ion of composition C2H2NO3 and charge -1, computed with ωB97M-V with the def2-TZVPD basis set.

The HOMO energy comes out at -3.96 eV. The HOMO-LUMO gap is 0.302 Eh. As for the SMILES: C=[N+]([O-])C(=O)[O-]. The total charge is -1.

Bonds (Å) are listed after each position.
Element x y z (Å)
1 C -0.03080 0.29241 0.17512  N2 1.272, H7 1.216, H8 1.048
2 N 0.21173 1.16586 -0.71665  C1 1.272, O3 1.319, C4 1.520
3 O 1.17534 2.06382 -0.64741  N2 1.319
4 C -0.60606 1.24335 -1.99546  N2 1.520, O5 1.649, O6 1.190
5 O -1.69979 0.01067 -2.04506  C4 1.649
6 O -0.52581 2.08812 -2.82965  C4 1.190
7 H 0.38515 0.43222 1.30963  C1 1.216
8 H -0.70717 -0.47288 -0.05868  C1 1.048

Partial atomic charges computed with the Löwdin method, in multiples of e: 0.0185 -0.2701 -0.1644 -0.4141 -0.4062 0.0645 0.1338 0.0379

Short version: 2 is the least stable of them.

## 1
The molecule C2H2F2N2, computed with ωB97M-V with the def2-TZVPD basis set.

The HOMO energy comes out at -8.35 eV. The HOMO-LUMO gap is 0.325 Eh.

Bonds (Å) are listed after each position.
Element x y z (Å)
1 C 1.09083 0.44752 0.97907  N3 1.834, F5 1.316, F6 1.428
2 C -0.64755 -0.11880 -0.91455  N3 1.211, N4 1.194
3 N -0.14515 -0.57372 0.08843  C1 1.834, C2 1.211, H7 0.965
4 N -1.15522 0.52302 -1.78447  C2 1.194, H8 0.977
5 F 0.40340 1.04409 1.93009  C1 1.316
6 F 1.95371 -0.42275 1.71184  C1 1.428
7 H -0.51995 -1.20919 0.71111  N3 0.965
8 H -0.98007 0.30983 -2.72152  N4 0.977

Partial atomic charges computed with the Löwdin method, in multiples of e: -0.2058 -0.2749 0.1378 0.2356 0.0174 -0.0864 0.1054 0.0709

## 2
The molecule C2H2F2N2, computed with ωB97M-V with the def2-TZVPD basis set.

The HOMO energy (alpha / beta) comes out at -10.48 / -10.19 eV. The HOMO-LUMO gap (alpha / beta) is 0.332 / 0.332 Eh. As for the SMILES: F/N=C/C=N/F.

Bonds (Å) are listed after each position.
Element x y z (Å)
1 F 2.54997 -0.21143 -1.20015  N2 1.397
2 N 1.18349 -0.41230 -1.40959  F1 1.397, C3 1.306
3 C 0.64187 -0.28942 -0.22792  N2 1.306, C4 1.436, H7 1.050
4 C -0.76985 -0.09328 -0.05477  C3 1.436, N5 1.547, H8 1.115
5 N -0.93464 0.45721 1.38195  C4 1.547, F6 1.350
6 F -2.20267 0.88189 1.56740  N5 1.350
7 H 1.19618 -0.24611 0.66309  C3 1.050
8 H -1.66435 -0.08656 -0.72001  C4 1.115

Partial atomic charges computed with the Löwdin method, in multiples of e: -0.1038 0.0845 -0.1813 0.0162 0.0646 -0.1019 0.1015 0.1202

Short version: 2 is the least stable of them.